Record 1
The following is a DFT calculation (the ωB97M-V functional and the def2-TZVPD basis) of a structure of composition C20H18N9O6Rh.

Last column: natural (NBO) charge in e.
CARTESIAN COORDINATES (ANGSTROEM)
1 Rh -0.26924 -0.42535 0.44171  1.191
2 O -1.88284 -1.71985 -3.23696  -0.597
3 C -1.26079 -1.35068 -2.15455  0.818
4 O -1.78895 -1.25927 -1.04659  -0.613
5 C 0.18582 -1.03876 -2.34266  0.073
6 C 0.92785 -1.06487 -3.50633  -0.144
7 C 2.26515 -0.67504 -3.43567  -0.119
8 C 2.81633 -0.27105 -2.22490  -0.144
9 C 2.00782 -0.26945 -1.10111  0.099
10 N 0.74252 -0.66374 -1.19455  -0.343
11 C 2.43480 0.16420 0.29201  0.727
12 O 3.55778 0.46563 0.54723  -0.489
13 O 1.44767 0.12087 1.20546  -0.660
14 H -2.82593 -1.88455 -3.05910  0.532
15 H 0.47063 -1.36860 -4.43749  0.271
16 H 2.86947 -0.67659 -4.33248  0.264
17 H 3.84398 0.05388 -2.12886  0.280
18 N -0.96219 0.07259 2.41079  -0.584
19 N -2.12682 0.85739 2.51293  -0.425
20 C -2.45621 1.62600 1.43534  0.637
21 N -3.42315 2.50975 1.56389  -0.733
22 N -1.74506 1.32916 0.34818  -0.531
23 N -1.97555 1.97889 -0.85601  0.649
24 O -2.89135 2.76568 -0.96858  -0.373
25 O -1.20158 1.66463 -1.73315  -0.382
26 H -1.05162 -0.74792 3.00565  0.418
27 H -0.14592 0.60630 2.72397  0.422
28 H -2.47340 1.06925 3.43650  0.421
29 H -3.86614 2.68140 2.45214  0.429
30 H -3.69483 3.04416 0.74897  0.466
31 N 1.57571 -7.08115 2.39543  -0.529
32 C 1.18384 -8.33736 2.79468  0.195
33 C 1.90592 -9.48578 3.12127  -0.266
34 C 1.16102 -10.58395 3.48104  -0.159
35 C -0.25144 -10.55653 3.51888  -0.209
36 C -0.95742 -9.42590 3.19588  -0.169
37 C -0.22042 -8.29211 2.82414  0.053
38 N -0.65863 -7.04729 2.45123  -0.394
39 C 0.42742 -6.35606 2.20457  0.255
40 C 0.37037 -4.97194 1.78589  0.136
41 C 1.49179 -4.16990 1.56104  -0.249
42 C 1.33474 -2.85926 1.17319  0.057
43 N 0.12165 -2.31391 0.99765  -0.413
44 C -0.97702 -3.07524 1.20644  0.020
45 C -0.88968 -4.38238 1.59882  -0.231
46 H 2.52499 -6.78095 2.26048  0.423
47 H 2.98656 -9.51503 3.09696  0.231
48 H 1.66898 -11.50164 3.74498  0.234
49 H -0.77957 -11.45357 3.81088  0.234
50 H -2.03763 -9.39631 3.22257  0.235
51 H 2.49788 -4.54105 1.69534  0.241
52 H 2.19021 -2.21875 1.02753  0.232
53 H -1.93476 -2.60038 1.03772  0.229
54 H -1.78085 -4.97061 1.76585  0.283

## Properties
Kohn-Sham gap = 6.0 eV
calculated total energy = -1827.20229 Ha
total charge = +2

***

Record 2
The following is a DFT calculation (the ωB97M-V functional and the def2-TZVPD basis) of a structure of composition C20H18O5TeV.

Last column: natural (NBO) charge in e.
CARTESIAN COORDINATES (ANGSTROEM)
1 V 0.81949 -0.35785 0.08801  1.358
2 O 3.30093 -3.29459 0.03633  -0.267
3 C 2.24629 -2.95656 -0.21940  0.867
4 O 1.73077 -1.62438 0.70026  -0.629
5 C 1.03924 -3.27007 -1.05053  -0.379
6 C -0.24407 -3.15939 -0.18417  0.121
7 C -1.37611 -3.94004 -0.81910  -0.438
8 C -1.67135 -3.10824 -2.08601  -0.445
9 C -0.74033 -1.91840 -1.94467  0.105
10 O -0.62474 -1.74478 -0.45181  -0.550
11 C 0.73270 -2.25144 -2.22778  -0.346
12 C 1.58527 -1.00038 -2.08367  0.725
13 O 2.75252 -0.86662 -2.03319  -0.388
14 O 0.76595 0.13920 -1.59063  -0.598
15 H 1.19489 -4.27594 -1.44345  0.325
16 H -0.10141 -3.28927 0.88373  0.256
17 H -2.23120 -3.96818 -0.14723  0.267
18 H -1.08294 -4.96791 -1.02618  0.267
19 H -2.70632 -2.77669 -2.11287  0.270
20 H -1.47284 -3.64349 -3.01405  0.266
21 H -1.08679 -0.98894 -2.38043  0.264
22 H 0.95095 -2.72106 -3.18784  0.325
23 Te -0.40434 0.59916 2.23311  1.295
24 C -1.85867 1.84862 1.44842  -0.365
25 C -2.07815 2.03509 0.07704  -0.173
26 C -3.09351 2.87938 -0.32146  -0.195
27 C -3.88352 3.52585 0.63268  -0.094
28 C -3.66663 3.32614 1.99088  -0.169
29 C -2.65246 2.48382 2.41215  -0.197
30 C 1.40495 1.27128 1.31706  -0.524
31 C 1.36433 2.50241 0.57923  -0.046
32 C 2.49602 3.26920 0.47311  -0.219
33 C 3.67666 2.86084 1.10867  0.026
34 C 3.73614 1.68287 1.86758  -0.203
35 C 2.62079 0.89667 1.99104  -0.102
36 H -1.48159 1.52043 -0.66987  0.197
37 H -3.28544 3.03469 -1.37457  0.260
38 H -4.67938 4.18329 0.30807  0.266
39 H -4.28659 3.82405 2.72392  0.271
40 H -2.49162 2.33254 3.47384  0.249
41 H 0.43888 2.82678 0.11639  0.245
42 H 2.47516 4.19902 -0.07983  0.281
43 H 4.56202 3.48121 1.02697  0.276
44 H 4.65386 1.40843 2.37104  0.284
45 H 2.65219 -0.00675 2.58920  0.259

## Properties
Kohn-Sham gap (alpha / beta) = 6.0 / 5.6 eV
calculated total energy = -2359.99858 Ha
total charge = +3

***

Record 3
The following is a DFT calculation (the ωB97M-V functional and the def2-TZVPD basis) of a structure of composition C20H19AuN7OSe2.

Last column: natural (NBO) charge in e.
CARTESIAN COORDINATES (ANGSTROEM)
1 Au -0.22285 -0.97345 -1.07916  0.565
2 Se 0.65602 2.35356 1.65316  0.105
3 Se -0.96427 1.82460 3.33261  0.208
4 C -0.12848 0.23277 3.97864  0.030
5 C 1.27729 0.10444 4.11729  -0.275
6 C 1.76457 -1.06604 4.72484  -0.158
7 C 0.84834 -2.06744 5.08620  -0.268
8 C -0.51349 -1.84618 4.89988  0.033
9 N -1.00979 -0.70263 4.28566  -0.450
10 C -0.29922 3.33965 0.23239  0.073
11 C 0.16567 4.65408 0.03071  -0.259
12 C -0.47468 5.41150 -0.92619  -0.157
13 C -1.45998 4.82552 -1.72871  -0.246
14 C -1.79020 3.49769 -1.47515  0.035
15 N -1.21088 2.74046 -0.51869  -0.461
16 H 1.95410 0.93856 3.89136  0.236
17 H 2.79114 -1.16161 5.07224  0.229
18 H 1.16879 -2.98354 5.60032  0.230
19 H -1.28381 -2.49092 5.29585  0.209
20 H 0.97824 5.03035 0.65332  0.243
21 H -0.24490 6.48726 -1.10496  0.234
22 H -2.00642 5.29938 -2.50588  0.230
23 H -2.55829 3.01349 -2.00648  0.188
24 C 4.59738 -2.72832 -2.28073  -0.425
25 N 3.73690 -1.81653 -1.65360  -0.388
26 C 4.03571 -0.42977 -1.55353  -0.330
27 C 2.68777 0.16521 -1.18336  0.690
28 O 2.42624 1.34668 -1.19526  -0.511
29 N 1.78755 -0.97438 -0.88306  -0.709
30 C 2.47460 -2.08782 -1.26726  0.665
31 N 2.00379 -3.32509 -1.33252  -0.781
32 H 5.57684 -2.25920 -2.39535  0.240
33 H 4.21233 -3.00536 -3.28522  0.213
34 H 4.75352 -3.65003 -1.71221  0.213
35 H 4.41252 0.00397 -2.51798  0.247
36 H 4.81867 -0.20906 -0.80357  0.248
37 H 1.15905 -3.57726 -0.77963  0.434
38 H 2.57255 -4.14611 -1.53547  0.426
39 N -7.41081 -0.96827 -1.98717  -0.201
40 C -6.27604 -0.87068 -1.73995  0.227
41 C -4.90347 -0.65329 -1.56332  -0.089
42 C -4.04526 -1.03921 -2.60660  -0.182
43 C -2.70643 -1.21381 -2.33587  0.053
44 N -2.22979 -1.02866 -1.11996  -0.497
45 C -2.98924 -0.58674 -0.10690  0.067
46 C -4.33285 -0.34702 -0.29690  -0.185
47 H -4.40684 -1.15720 -3.63593  0.256
48 H -2.03055 -1.64312 -3.08101  0.229
49 H -2.45169 -0.31865 0.81531  0.255
50 H -4.90936 0.05827 0.52780  0.260

## Properties
Kohn-Sham gap = 6.4 eV
calculated total energy = -6170.39842 Ha
total charge = +1

***

Record 4
The following is a DFT calculation (the ωB97M-V functional and the def2-TZVPD basis) of a structure of composition C20H19BeCl2O8P2S2.

Last column: natural (NBO) charge in e.
CARTESIAN COORDINATES (ANGSTROEM)
1 Be -0.24884 -0.42014 0.12361  1.637
2 O -2.97860 1.97678 0.48544  -1.003
3 P -2.19233 0.90095 1.40617  2.562
4 O -2.96132 0.57326 2.61151  -1.123
5 O -1.78531 -0.17495 0.40110  -1.292
6 O -0.83759 1.69383 1.82583  -1.107
7 P 0.42917 2.05192 0.87088  2.557
8 O 1.64557 1.81615 1.90353  -0.990
9 O 0.36553 3.43602 0.38197  -1.131
10 O 0.56484 0.91658 -0.14447  -1.298
11 H -3.45144 2.56795 1.08425  0.494
12 H 1.60789 2.49891 2.58466  0.493
13 Cl 3.06401 -0.97812 0.03565  -0.012
14 C 3.13487 -1.50356 1.68675  -0.096
15 C 4.40062 -1.58567 2.24556  -0.223
16 C 4.55824 -1.99662 3.55557  -0.247
17 C 3.43319 -2.33186 4.29003  -0.236
18 C 2.17850 -2.25273 3.71312  -0.093
19 Cl 0.83448 -2.70759 4.71066  -0.002
20 C 1.95678 -1.82393 2.38026  -0.073
21 S 0.32471 -1.76803 1.76523  -0.488
22 H 5.25549 -1.32076 1.63780  0.214
23 H 5.54373 -2.05825 3.99906  0.205
24 H 3.51255 -2.65077 5.32078  0.216
25 O -0.23275 -1.29372 -1.27990  -1.089
26 S 0.54958 -1.81302 -2.43518  1.289
27 C -0.56450 -3.11681 -3.15438  -0.619
28 C -1.82224 -3.25164 -2.34920  0.037
29 C -3.04924 -2.92781 -2.91477  -0.239
30 C -4.20931 -3.00527 -2.15741  -0.205
31 C -4.14559 -3.37899 -0.82347  -0.202
32 C -2.92051 -3.69335 -0.25040  -0.192
33 C -1.76670 -3.64264 -1.01223  -0.208
34 C 0.37005 -0.46618 -3.66961  -0.607
35 C -1.05260 -0.13112 -3.97853  -0.081
36 C -1.63393 -0.49261 -5.19207  -0.223
37 C -2.97142 -0.21933 -5.43979  -0.231
38 C -3.74132 0.41052 -4.47085  -0.213
39 C -3.16628 0.77710 -3.26135  -0.210
40 C -1.82783 0.51498 -3.01489  -0.115
41 H 0.04021 -4.02375 -3.12388  0.234
42 H -0.78113 -2.85440 -4.18736  0.237
43 H -3.09540 -2.59372 -3.94561  0.211
44 H -5.16157 -2.75137 -2.60710  0.205
45 H -5.04710 -3.40510 -0.22489  0.211
46 H -2.85410 -3.94805 0.79938  0.227
47 H -0.81174 -3.86017 -0.54766  0.229
48 H 0.95585 -0.76719 -4.54013  0.225
49 H 0.87026 0.35679 -3.15493  0.270
50 H -1.03071 -0.97664 -5.95337  0.201
51 H -3.41352 -0.49969 -6.38797  0.207
52 H -4.78744 0.61580 -4.66032  0.209
53 H -3.75834 1.27047 -2.50110  0.233
54 H -1.38635 0.79548 -2.06550  0.245

## Properties
Kohn-Sham gap = 6.5 eV
calculated total energy = -3790.22949 Ha
total charge = -1

***

Q: Among the records above, which one has the highest total charge?
A: C20H18O5TeV